# 1
C69H55IInN6P3Se2 | ωB97M-V/def2-TZVPD

The geometry in ORCA input format:
```
! wB97M-V def2-TZVPD RIJCOSX def2/J DEFGRID3
* xyz 0 1
In 0.5530 -0.9352 -0.2948
C 5.4333 -0.0564 3.8477
C 4.6024 -1.3139 3.8862
C 4.8678 -2.2446 4.8900
C 4.1833 -3.4456 4.9814
C 3.2089 -3.7491 4.0452
C 2.9236 -2.8326 3.0469
C 3.5980 -1.6116 2.9503
P 3.0393 -0.6105 1.5142
C 3.4266 1.1445 1.8562
C 4.2143 1.8756 0.9707
C 4.3829 3.2438 1.1312
C 3.7680 3.8909 2.1926
C 2.9947 3.1634 3.0864
C 2.8068 1.7945 2.9301
C 1.9617 1.0463 3.9303
C 4.1454 -1.1546 0.1914
C 5.2975 -1.9093 0.4301
C 5.9999 -2.4902 -0.6080
C 5.5179 -2.3355 -1.9088
C 4.3899 -1.5840 -2.1584
C 3.6812 -0.9344 -1.1261
C 2.5114 -0.1175 -1.4133
H 6.2810 -0.1527 4.5256
H 4.8594 0.8207 4.1494
H 5.8145 0.1440 2.8465
H 5.6460 -2.0201 5.6104
H 4.4182 -4.1427 5.7759
H 2.6638 -4.6832 4.0980
H 2.1576 -3.0662 2.3144
H 4.6925 1.3658 0.1423
H 4.9901 3.7989 0.4278
H 3.8961 4.9571 2.3308
H 2.5297 3.6649 3.9287
H 2.0209 1.5182 4.9125
H 2.2679 0.0065 4.0455
H 0.9153 1.0531 3.6261
H 5.6315 -2.0704 1.4486
H 6.8910 -3.0712 -0.4111
H 6.0406 -2.8032 -2.7351
H 4.0345 -1.4643 -3.1757
H 2.3107 0.0049 -2.4721
H 2.4944 0.8471 -0.9004
I -0.2822 2.5382 0.2656
C -1.5031 2.0398 1.9001
C -1.2283 2.7531 3.0353
C -1.7227 2.3453 4.2919
C -2.4176 1.1804 4.3894
C -2.7576 0.4438 3.2304
C -3.4877 -0.7713 3.3614
C -3.9002 -1.4653 2.2720
C -3.6970 -0.9030 0.9927
C -2.9709 0.2300 0.8360
C -2.3866 0.9192 1.9462
H -0.5621 3.6036 2.9780
H -1.4897 2.9274 5.1736
H -2.7390 0.8034 5.3527
H -3.7146 -1.1249 4.3600
H -4.4439 -2.3941 2.3756
H -4.1611 -1.3431 0.1194
Se -5.7016 4.9036 -0.7519
P -5.6749 3.2418 -2.0276
C -6.9454 1.9783 -1.7302
C -8.0109 2.2562 -0.8891
C -8.9639 1.2760 -0.6341
C -8.8461 0.0231 -1.2145
C -7.7732 -0.2586 -2.0548
C -6.8219 0.7142 -2.3080
C -5.9060 3.7309 -3.7597
C -5.2208 4.8506 -4.2321
C -5.4503 5.3182 -5.5152
C -6.3929 4.6978 -6.3255
C -7.1124 3.6143 -5.8451
C -6.8695 3.1285 -4.5681
C -4.1789 2.1944 -1.7537
C -3.0386 1.6256 -2.3798
N -2.4388 0.8313 -1.5002
N -3.1774 0.9128 -0.4209
N -4.2242 1.7131 -0.5145
P -2.1700 1.8150 -3.9608
Se -0.1996 1.1144 -3.8718
C -2.2250 3.5903 -4.2944
C -2.1137 4.4711 -3.2207
C -1.9202 5.8247 -3.4511
C -1.8252 6.3005 -4.7512
C -1.9165 5.4218 -5.8236
C -2.1063 4.0677 -5.5981
C -3.2153 0.9608 -5.1701
C -4.2394 1.6125 -5.8504
C -5.0499 0.9062 -6.7294
C -4.8382 -0.4498 -6.9299
C -3.8092 -1.0997 -6.2595
C -2.9928 -0.3975 -5.3873
H -8.0819 3.2363 -0.4332
H -9.7927 1.4918 0.0272
H -9.5870 -0.7397 -1.0119
H -7.6755 -1.2381 -2.5051
H -5.9818 0.4880 -2.9583
H -4.5276 5.3670 -3.5809
H -4.9032 6.1795 -5.8755
H -6.5821 5.0744 -7.3228
H -7.8716 3.1483 -6.4602
H -7.4438 2.2893 -4.2059
H -2.1778 4.1039 -2.2029
H -1.8374 6.5049 -2.6133
H -1.6703 7.3570 -4.9295
H -1.8305 5.7916 -6.8373
H -2.1478 3.3816 -6.4347
H -4.4008 2.6714 -5.7053
H -5.8411 1.4208 -7.2590
H -5.4707 -1.0006 -7.6146
H -3.6341 -2.1545 -6.4269
H -2.1735 -0.8891 -4.8769
N -0.2780 -5.3958 6.7082
C 0.0916 -5.4804 8.0350
C 0.0013 -6.5039 8.9740
C 0.4755 -6.2235 10.2395
C 1.0191 -4.9668 10.5597
C 1.0983 -3.9586 9.6212
C 0.6217 -4.2232 8.3369
N 0.5726 -3.3982 7.2207
C 0.0378 -4.1302 6.2863
C -0.2065 -3.6775 4.9054
C -0.5152 -4.5647 3.8818
C -0.6857 -4.0705 2.5958
N -0.5581 -2.7847 2.2871
C -0.2726 -1.9431 3.2783
C -0.0924 -2.3301 4.5947
H -0.7189 -6.1136 6.1624
H -0.4184 -7.4715 8.7317
H 0.4284 -6.9885 11.0032
H 1.3802 -4.7926 11.5645
H 1.5132 -2.9881 9.8590
H -0.6002 -5.6304 4.0556
H -0.9134 -4.7435 1.7759
H -0.1669 -0.9006 2.9950
H 0.1612 -1.6162 5.3672
*
```

Results
HOMO level = -5.83 eV
Relative energy (zero: lowest compared OMol25 entry of this formula, charge and spin) = 104.01 kJ/mol

# 2
C69H66AsBr2N4O6P2Sr | ωB97M-V/def2-TZVPD

The geometry in ORCA input format:
```
! wB97M-V def2-TZVPD RIJCOSX def2/J DEFGRID3
* xyz -1 1
Sr 0.3454 -0.3441 0.3958
O -3.3996 -3.0487 -3.1765
C -2.1782 -3.3674 -3.7254
C -2.1766 -4.1756 -4.8533
C -0.9656 -4.5378 -5.4254
C 0.2300 -4.1168 -4.8632
C 0.2111 -3.2966 -3.7439
C -0.9850 -2.8835 -3.1854
C -1.0018 -1.9507 -1.9840
O 0.1781 -1.5663 -1.5246
N -1.7901 -0.7342 -2.4103
N -1.6165 0.3677 -1.7324
C -2.3118 1.4144 -2.0299
C -2.1307 2.6648 -1.3204
Br -0.7172 2.7019 -0.0522
C -2.8167 3.8080 -1.4806
C -3.9977 4.0163 -2.3343
C -4.9612 3.0372 -2.5869
C -6.0642 3.3118 -3.3807
C -6.2376 4.5726 -3.9321
C -5.3048 5.5642 -3.6662
C -4.2051 5.2892 -2.8711
H -3.2951 -2.8428 -2.2353
H -3.1212 -4.5200 -5.2527
H -0.9570 -5.1700 -6.3051
H 1.1734 -4.4267 -5.2943
H 1.1170 -2.9479 -3.2662
H -1.6283 -2.4355 -1.1985
H -2.5216 -0.7804 -3.1125
H -3.0099 1.4007 -2.8648
H -2.4640 4.6865 -0.9550
H -4.8732 2.0628 -2.1279
H -6.7969 2.5346 -3.5573
H -7.1003 4.7829 -4.5510
H -5.4347 6.5569 -4.0777
H -3.4808 6.0680 -2.6646
C -1.0715 2.0202 4.5775
N 0.0518 2.8446 4.1885
C 1.3679 2.2354 4.1835
P 2.0559 1.7968 2.4987
C 3.4630 0.7708 3.0351
C 4.8012 1.0743 2.8230
C 5.7904 0.1668 3.1810
C 5.4505 -1.0509 3.7462
C 4.1126 -1.3690 3.9488
C 3.1272 -0.4662 3.5892
C 2.8023 3.3728 1.9661
C 3.6200 4.1600 2.7778
C 4.1581 5.3435 2.3071
C 3.8874 5.7567 1.0079
C 3.1122 4.9643 0.1790
C 2.5878 3.7666 0.6504
C -0.1699 4.1658 3.8153
C 0.7539 5.1745 4.1079
C 0.5150 6.4849 3.7367
C -0.6604 6.8414 3.0913
C -1.5967 5.8533 2.8262
C -1.3597 4.5348 3.1752
P -1.7389 0.8947 3.2437
C -3.3620 1.6290 2.8488
C -4.2256 2.1889 3.7903
C -5.4290 2.7493 3.4008
C -5.7935 2.7443 2.0601
C -4.9612 2.1584 1.1215
C -3.7516 1.5982 1.5131
C -2.2350 -0.5586 4.2227
C -3.4554 -1.1950 4.0139
C -3.7383 -2.4026 4.6395
C -2.8074 -2.9869 5.4830
C -1.5827 -2.3646 5.6888
C -1.2971 -1.1688 5.0545
H -1.8594 2.6747 4.9545
H -0.7636 1.3905 5.4189
H 1.2840 1.2845 4.7145
H 2.0991 2.8184 4.7576
H 5.0762 2.0071 2.3484
H 6.8294 0.4089 2.9957
H 6.2241 -1.7629 4.0054
H 3.8297 -2.3324 4.3528
H 2.0846 -0.7586 3.6827
H 3.8530 3.8340 3.7855
H 4.7858 5.9476 2.9513
H 4.2971 6.6899 0.6412
H 2.9191 5.2648 -0.8425
H 2.0224 3.1254 -0.0164
H 1.6609 4.9323 4.6342
H 1.2582 7.2396 3.9641
H -0.8418 7.8678 2.8024
H -2.5231 6.0996 2.3211
H -2.0936 3.7856 2.9158
H -3.9644 2.1815 4.8417
H -6.0867 3.1865 4.1418
H -6.7312 3.1897 1.7520
H -5.2486 2.1412 0.0798
H -3.1129 1.1059 0.7868
H -4.1837 -0.7650 3.3385
H -4.6853 -2.8906 4.4459
H -3.0250 -3.9334 5.9617
H -0.8359 -2.8259 6.3223
H -0.3099 -0.7346 5.1719
C 0.2897 3.5467 -3.9584
C 1.7121 3.0228 -4.0998
As 2.0424 1.4441 -2.9615
C 1.8114 0.0446 -4.3197
C 0.4458 0.0792 -4.9850
C 4.0089 1.4780 -3.0607
C 4.6520 2.5259 -2.1747
H 0.0966 4.3886 -4.6287
H 0.0972 3.8830 -2.9364
H -0.4543 2.7769 -4.1736
H 2.4294 3.7862 -3.7860
H 1.9532 2.7675 -5.1365
H 1.9501 -0.8988 -3.7920
H 2.6187 0.1464 -5.0526
H -0.3474 0.0041 -4.2401
H 0.3205 -0.7586 -5.6754
H 0.2974 1.0015 -5.5515
H 4.2766 1.6173 -4.1143
H 4.3406 0.4787 -2.7691
H 4.2980 3.5321 -2.4108
H 5.7393 2.5382 -2.2969
H 4.4304 2.3273 -1.1268
O 3.2987 0.5520 -0.0480
C 3.4445 -0.6425 0.2342
N 2.4845 -1.4561 0.7530
C 3.0532 -2.7069 0.9288
O 2.5171 -3.7056 1.3685
C 4.5043 -2.6553 0.5238
C 5.5078 -3.6028 0.5585
C 6.7732 -3.2011 0.1422
C 7.0125 -1.8968 -0.2917
C 5.9892 -0.9540 -0.3218
C 4.7429 -1.3737 0.0959
H 5.3110 -4.6108 0.8994
H 7.5929 -3.9092 0.1535
H 8.0108 -1.6184 -0.6066
H 6.1551 0.0651 -0.6480
Br -4.3762 -2.8100 0.6029
C -3.0610 -3.8874 1.4773
C -3.4563 -5.1962 1.7212
C -2.5908 -6.0726 2.3524
C -1.3285 -5.6404 2.7344
C -0.9525 -4.3324 2.4950
C -1.8104 -3.4263 1.8730
C -1.2792 -2.0247 1.6809
O -0.2163 -1.7275 2.2772
O -1.8840 -1.2275 0.9150
H -4.4406 -5.5170 1.4084
H -2.9040 -7.0933 2.5316
H -0.6346 -6.3214 3.2092
H 0.0351 -3.9711 2.7540
*
```

Results
HOMO level = -5.36 eV
Relative energy (zero: lowest compared OMol25 entry of this formula, charge and spin) = 76.28 kJ/mol

# 3
C6AgF18N3O12S6 | ωB97M-V/def2-TZVPD

The geometry in ORCA input format:
```
! wB97M-V def2-TZVPD RIJCOSX def2/J DEFGRID3
* xyz -2 1
Ag -0.0148 0.7241 -1.0191
C -3.8980 -0.3457 -0.7436
F -3.0890 -0.6033 0.2334
F -4.5806 -1.4678 -1.0890
F -4.8743 0.4687 -0.3043
S -3.0155 0.6192 -2.0699
O -3.9194 0.6892 -3.1452
O -2.6106 1.7679 -1.3101
N -1.7335 -0.3576 -2.2232
S -1.5812 -1.4232 -3.4088
O -2.7889 -2.1325 -3.6401
O -0.8875 -0.8887 -4.5734
C -0.4114 -2.5244 -2.6895
F 0.6997 -1.9430 -2.4231
F -0.7687 -3.0984 -1.5777
F -0.1949 -3.5778 -3.6258
C -0.4859 -3.0928 1.7116
F 0.0513 -4.1063 1.0446
F -1.6725 -2.7410 1.2827
F -0.6666 -3.5026 3.0074
S 0.5480 -1.5548 1.7124
O 1.6681 -2.0184 2.5503
O 0.7440 -1.2782 0.3231
N -0.3475 -0.4128 2.3335
S -0.5727 -0.0962 3.8767
O -0.1967 -1.2070 4.7196
O -0.2838 1.2511 4.2654
C -2.4345 -0.0473 3.7256
F -2.8846 -1.2848 3.4163
F -3.0950 0.2654 4.8947
F -2.8315 0.7926 2.7657
C 2.9400 3.1055 1.4094
F 4.2537 3.3016 1.1691
F 2.8980 1.9497 2.0215
F 2.4558 3.9951 2.3875
S 1.8739 3.4525 -0.0807
O 0.5242 3.4088 0.4572
O 2.3863 4.7110 -0.6188
N 2.0030 2.1825 -1.0474
S 3.2479 1.9884 -2.1424
O 2.7075 1.6824 -3.4562
O 4.3076 2.9602 -1.9721
C 3.9816 0.3724 -1.5982
F 4.6651 -0.0869 -2.6640
F 4.8980 0.5360 -0.6218
F 2.9853 -0.4328 -1.2631
*
```

Results
HOMO level = -5.56 eV
Relative energy (zero: lowest compared OMol25 entry of this formula, charge and spin) = 21.76 kJ/mol